A 2-piece molecular cluster, C3H11N3 overall at a distorted geometry. Source: the OMol25 dataset; level of theory: ωB97M-V with the def2-TZVPD basis set.

Atoms and positions in Å:
C 0.846 -1.347 -0.097
C 1.043 1.275 -0.137
C 0.747 -0.048 -0.827
N -2.212 -0.899 0.049
N -1.696 1.294 0.225
N -1.830 0.200 -0.607
H 0.587 -2.230 -0.731
H 1.859 -1.581 0.064
H 0.184 -1.276 0.873
H 0.529 1.196 0.897
H 0.535 2.095 -0.610
H 2.066 1.482 -0.052
H 0.564 -0.149 -1.930
H -1.839 -0.854 1.154
H -1.977 -1.829 -0.273
H -2.199 2.043 -0.109
H -2.018 1.134 1.145

## Properties
* total energy: -7754.314 eV
* HOMO-LUMO gap (spin up / spin down): 7.9 / 8.0 eV
* lowest unoccupied orbital energy (spin up / spin down): 0.035 / 0.040 Ha
* energy relative to the best compared isomer or geometry (same formula, charge and spin): 133.06 kcal/mol